(1)
15
Properties=species:S:1:pos:R:3:forces:R:3 method="wB97M-V/def2-TZVPD" lumo_energy_ha="0.0079 / 0.0095" charge=0 max_force_ev_per_a=8.70 molar_mass_da=196.03 smiles="CC/C=C(/C)I" gap_ev="8.037 / 8.375" e_tot_ev=-13427.295
I -0.885770 0.046835 2.595505 1.2 0.1 -0.6
C 1.998238 0.990191 1.618606 1.5 1.7 2.8
C 0.357335 0.217916 -0.463716 1.1 0.3 7.3
C -1.482557 -1.402585 -1.427649 -2.0 -0.5 -0.6
C -1.032583 -0.015846 -0.959305 -0.3 0.0 -0.5
C 0.797871 0.309158 1.283833 -4.6 -1.2 -7.3
H -1.701272 -2.045871 -0.529155 0.5 0.2 -1.2
H -1.071840 0.541805 -1.901018 -0.2 0.6 0.3
H 1.784816 1.775344 2.445150 0.4 -1.0 -1.3
H 2.488927 1.495638 0.798752 -0.2 0.1 -0.4
H -0.894973 -1.847490 -2.247946 0.4 -0.1 0.9
H 2.770427 0.348029 2.066760 -0.2 -0.1 0.0
H -1.875553 0.284225 -0.264406 1.4 0.3 -0.5
H 1.232321 0.552033 -1.009602 -0.3 -0.2 -0.3
H -2.485386 -1.249381 -2.005809 1.4 -0.2 1.3

(2)
77
Properties=species:S:1:pos:R:3:forces:R:3 method="wB97M-V/def2-TZVPD" lumo_energy_ha="-0.1713 / -0.1715" charge=+1 max_force_ev_per_a=1.12 molar_mass_da=1122.31 gap_ev="5.888 / 5.884" e_tot_ev=-177766.354
W 0.065870 -0.596558 -0.097053 -0.4 0.9 0.5
I 0.107312 3.043651 3.281875 0.0 -0.1 0.0
I 0.104395 5.226578 1.797568 0.0 0.1 0.0
Br 1.518931 -2.616264 -0.649629 0.1 -0.1 -0.1
Cl -0.360087 4.574091 -2.060655 0.0 0.0 0.0
Cl 0.078158 -0.757613 -2.624408 0.0 0.1 -0.3
S 0.009461 1.722712 -0.734331 0.5 -0.1 -0.2
Si -2.532956 0.387037 -0.295059 0.2 -0.3 -0.1
Si -1.605600 -2.622425 -0.129349 0.0 -0.2 0.0
O 0.905928 -1.593338 5.339762 0.1 0.0 -0.1
N 2.765558 0.468967 0.045780 -0.1 -0.2 0.0
N -0.565341 -0.308993 1.809415 -0.2 0.0 0.2
N 4.326555 2.308926 0.425984 0.0 0.0 0.0
N 5.053574 0.030787 0.782945 0.0 0.0 0.0
N 4.642342 0.831351 -1.470650 0.0 0.0 0.0
C -0.355077 3.162380 -3.053312 0.0 0.0 0.1
C -0.203468 1.902833 -2.457111 -0.2 0.1 -0.1
C -0.178220 0.827996 -3.330217 0.0 -0.2 0.1
C -1.341076 -0.106257 2.899364 0.0 -0.1 -0.1
C 1.175185 -1.363989 3.032190 -0.1 0.1 -0.1
C 5.162634 1.418858 1.229125 0.1 0.0 0.1
C -2.882470 1.999388 0.633171 0.0 0.0 -0.1
C -3.320766 -2.187899 0.495630 0.1 0.0 -0.1
C -0.848825 -0.524718 4.101238 0.0 0.0 0.0
C 0.418632 -1.160181 4.178436 0.0 0.0 0.0
C -3.703911 -0.851176 0.473243 0.0 0.1 0.0
C 2.944827 1.867212 0.513918 0.0 0.1 0.1
C 5.462187 -0.038196 -0.622928 0.0 0.0 0.0
C -4.974499 -0.486727 0.929183 0.0 0.1 0.0
C -1.746753 -3.439890 -1.810301 0.0 0.0 0.1
C -0.494978 3.297599 -4.423132 0.0 0.0 0.0
C -3.096371 0.587140 -2.077200 -0.1 0.1 0.1
C 0.607878 -0.898519 1.860969 0.3 -0.2 0.2
C -4.213352 -3.150777 0.974344 0.0 0.0 0.0
C -5.851675 -1.445348 1.402946 0.0 -0.1 0.0
C 4.753959 2.203924 -0.970290 0.0 0.0 0.0
C 3.257601 0.408014 -1.353901 0.0 0.1 -0.1
C 3.659848 -0.372454 0.878796 0.1 -0.1 0.0
C -0.483673 2.179409 -5.246411 0.0 0.0 0.0
C -5.469084 -2.783584 1.425735 0.0 0.1 0.0
C -0.985020 -3.819550 1.199778 0.0 0.0 -0.1
C -0.319657 0.916824 -4.700317 0.0 0.1 0.0
H 2.629651 1.066657 -1.962278 0.0 0.0 0.0
H 3.560701 -1.409708 0.562006 0.0 0.0 0.0
H -3.181707 1.836209 1.667414 0.0 0.0 0.1
H -2.710933 1.467809 -2.586980 0.0 0.0 0.0
H 5.370245 -1.068055 -0.972234 0.0 0.0 0.0
H 2.120657 -1.883141 3.066703 0.0 0.0 0.0
H -1.060291 -3.371222 2.192515 0.0 0.1 0.0
H -2.104868 2.758608 0.613290 0.0 0.0 0.0
H -3.934633 -4.197238 1.001984 0.0 0.0 0.0
H -0.785588 -3.784611 -2.188392 0.0 0.0 0.0
H -6.153363 -3.535342 1.796474 0.0 0.0 0.0
H 0.297186 -1.433339 6.070966 0.0 0.0 0.0
H 2.332024 2.527563 -0.096464 0.0 0.0 0.0
H -0.593360 2.295422 -6.314720 0.0 0.0 0.0
H -5.291470 0.550021 0.915127 0.0 0.0 0.0
H -2.197689 -2.771599 -2.545156 0.0 0.0 0.0
H 4.856373 1.483273 2.275923 0.0 0.0 0.0
H -2.303920 0.360547 2.772347 0.0 0.0 0.0
H -6.834153 -1.157792 1.753040 0.0 0.0 0.0
H -2.408296 -4.304584 -1.718461 0.0 0.0 0.0
H 2.605561 1.934207 1.550682 0.0 0.0 0.0
H 4.133061 2.859037 -1.585774 0.0 0.0 0.0
H 3.160161 -0.617127 -1.713362 0.0 0.0 0.0
H -0.297425 0.029440 -5.315823 0.0 0.0 0.0
H 0.023104 -4.191824 1.049795 0.0 0.0 0.0
H -1.435941 -0.385144 4.999785 0.0 0.0 0.0
H 3.342930 -0.277399 1.919318 0.0 0.0 0.0
H -3.758423 2.426656 0.132503 0.0 0.0 0.0
H 5.792253 2.528512 -1.049142 0.0 0.0 0.0
H -4.182497 0.698513 -2.005558 0.0 0.0 0.0
H 6.202319 1.739767 1.150820 0.0 0.0 0.0
H -2.906934 -0.294740 -2.689040 0.0 0.0 0.0
H -0.613092 4.287953 -4.838954 0.0 0.0 0.0
H -1.665616 -4.675737 1.190504 0.0 0.0 0.0
H 6.505987 0.267170 -0.704025 0.0 0.0 0.0

One value per record, in order, for energy relative to the best compared isomer or geometry (same formula, charge and spin): 376.06; 0.00 kJ/mol.